Entry i
Entry from the Open Molecules 2025 dataset: a cluster of 3 separate species, C4H14NO in total (ωB97M-V/def2-TZVPD).

The value obtained for the LUMO energy (spin up / spin down) is -14.6700 / -11.7885 eV. As for the multiplicity: 2. The highest occupied orbital energy (spin up / spin down) comes out at -20.04 / -20.39 eV. As for the net charge: +2. For the HOMO-LUMO gap (spin up / spin down), the calculation gives 5.37 / 8.60 eV. Its expectation value of S² is 1.76.

XYZ file:
```
20
C4H14NO (ωB97M-V/def2-TZVPD)
C 0.518 -2.281 1.867
C 0.733 -2.706 0.494
N -0.178 0.861 -1.794
C -0.408 2.229 -1.528
C -1.522 2.437 -0.442
H -0.379 -2.633 2.395
H 1.383 -2.470 2.616
H 0.532 -1.152 1.897
H 1.749 -3.239 0.392
H 0.706 -1.834 -0.162
H 0.037 -3.481 0.167
H 0.394 0.310 -1.099
H 0.496 2.682 -1.123
H -0.680 2.761 -2.445
H -1.795 3.488 -0.465
H -1.181 2.094 0.528
H -2.394 1.847 -0.703
H -1.018 0.297 -1.967
H 1.969 0.466 0.826
O 1.036 0.326 0.546
```

Entry ii
Entry from the Open Molecules 2025 dataset: a cluster of 2 separate species, C4H14NO in total (ωB97M-V/def2-TZVPD).

The value obtained for the LUMO energy (spin up / spin down) is -7.1031 / -14.8527 eV. As for the multiplicity: 2. The highest occupied orbital energy (spin up / spin down) comes out at -20.20 / -20.20 eV. As for the net charge: +2. For the HOMO-LUMO gap (spin up / spin down), the calculation gives 13.09 / 5.34 eV. Its expectation value of S² is 0.75.

XYZ file:
```
20
C4H14NO (ωB97M-V/def2-TZVPD)
C 0.164 0.720 0.408
C 0.964 -0.438 -0.175
C 1.571 -0.167 -1.502
C 1.852 -1.182 0.886
N -1.048 0.338 1.263
H 0.828 1.349 1.009
H -0.212 1.313 -0.428
H 0.177 -1.287 -0.352
H 2.297 0.673 -1.532
H 2.116 -1.054 -1.839
H 0.786 0.040 -2.240
H 2.789 -0.591 0.997
H 2.033 -2.196 0.528
H 1.405 -1.285 1.875
H -1.857 0.636 0.658
H -1.083 -0.642 1.521
H -1.050 1.000 2.042
H -2.855 1.255 -1.520
H -3.544 0.059 -0.917
O -2.743 0.575 -0.833
```

entry ii comes first in stability; the runner-up is 5.313 eV higher.

Entry i
Entry from the Open Molecules 2025 dataset: a structure of composition C3H2Br2O (ωB97M-V/def2-TZVPD).

The value obtained for the LUMO energy is 0.0530 eV. The highest occupied orbital energy comes out at -10.38 eV. As for the net charge: 0. For the HOMO-LUMO gap, the calculation gives 10.43 eV.

XYZ file:
```
8
C3H2Br2O (ωB97M-V/def2-TZVPD)
C 0.518 1.551 -1.144
C -0.028 0.801 -0.323
C -0.440 -0.175 0.599
O 0.842 -1.296 0.397
Br -0.290 0.173 2.503
Br -1.897 -1.237 0.086
H 0.881 2.156 -2.011
H 0.414 -1.973 -0.107
```

Entry ii
Entry from the Open Molecules 2025 dataset: a cluster of 2 separate species, C3H2Br2O in total (ωB97M-V/def2-TZVPD).

The value obtained for the LUMO energy (spin up / spin down) is -3.2050 / -3.1860 eV. The highest occupied orbital energy (spin up / spin down) comes out at -8.31 / -8.34 eV. As for the net charge: 0. For the HOMO-LUMO gap (spin up / spin down), the calculation gives 5.11 / 5.15 eV.

XYZ file:
```
8
C3H2Br2O (ωB97M-V/def2-TZVPD)
C -0.132 -0.178 0.011
C -1.425 -0.550 -0.378
C -2.373 -1.159 0.347
O -3.284 -1.447 0.982
Br -2.107 -0.700 -2.288
Br -0.636 -3.845 0.055
H 0.345 0.562 -0.439
H 0.368 -0.736 0.751
```

entry i comes first in stability; the runner-up is 0.122 eV higher.

Entry i
Entry from the Open Molecules 2025 dataset: a cluster of 2 separate species, C2H9N4 in total (ωB97M-V/def2-TZVPD).

The value obtained for the LUMO energy is -6.0400 eV. The highest occupied orbital energy comes out at -12.79 eV. As for the net charge: +1. For the HOMO-LUMO gap, the calculation gives 6.75 eV.

XYZ file:
```
15
C2H9N4 (ωB97M-V/def2-TZVPD)
N -1.199 1.305 -0.518
C 0.086 0.981 -0.951
N 0.834 2.058 -1.493
N 0.620 -0.212 -0.939
H -1.569 0.673 0.213
H -1.274 2.292 -0.120
H 0.794 2.901 -0.933
H 1.780 1.691 -1.660
H -0.147 -0.873 -0.698
C -0.668 -1.871 2.088
N 0.401 -2.191 1.458
H -0.638 -1.052 2.808
H -1.557 -2.484 1.868
H 0.376 -3.005 0.786
H 1.137 -1.523 1.351
```

Entry ii
Entry from the Open Molecules 2025 dataset: a cluster of 2 separate species, C2H9N4 in total (ωB97M-V/def2-TZVPD).

The value obtained for the LUMO energy is -4.5118 eV. The highest occupied orbital energy comes out at -13.84 eV. As for the net charge: +1. For the HOMO-LUMO gap, the calculation gives 9.33 eV.

XYZ file:
```
15
C2H9N4 (ωB97M-V/def2-TZVPD)
C 0.718 1.356 -1.209
C 0.780 -0.118 -1.150
N 0.687 1.973 0.029
N -1.246 -2.894 1.289
N 0.090 -0.805 -0.278
N -1.387 -1.701 1.640
H 1.670 1.637 -1.916
H -0.128 1.489 -1.848
H 1.258 -0.669 -1.970
H -0.018 2.670 0.161
H -2.089 -3.499 1.465
H -0.231 -0.465 0.742
H -0.002 -1.777 -0.217
H 1.544 2.152 0.511
H -2.354 -1.346 1.910
```

Entry iii
Entry from the Open Molecules 2025 dataset: a cluster of 2 separate species, C2H9N4 in total (ωB97M-V/def2-TZVPD).

The value obtained for the LUMO energy (spin up / spin down) is -6.0244 / -4.5267 eV. The highest occupied orbital energy (spin up / spin down) comes out at -12.74 / -13.26 eV. As for the net charge: +1. For the HOMO-LUMO gap (spin up / spin down), the calculation gives 6.71 / 8.74 eV.

XYZ file:
```
15
C2H9N4 (ωB97M-V/def2-TZVPD)
C -2.332 -0.139 0.485
C 0.651 1.216 -0.163
N 1.609 -0.999 0.071
N 1.234 0.235 0.708
N -0.314 0.448 -0.903
N 0.105 -0.502 -1.532
H -1.961 0.399 1.322
H -2.855 0.633 -0.174
H -2.407 -1.188 0.531
H 0.298 1.970 0.545
H 1.400 1.658 -0.721
H 1.731 -1.789 0.702
H -0.397 -1.282 -1.886
H 2.382 -0.874 -0.635
H 0.857 0.216 1.650
```

entry i comes first in stability; the runner-up is 1.644 eV higher.

Entry i
Entry from the Open Molecules 2025 dataset: an isolated molecule of C21H25NO5 (ωB97M-V/def2-TZVPD).

The value obtained for the LUMO energy is 0.6546 eV. Its structure (SMILES) is CCOC(=O)c1[nH]c2c(c1C)C(=O)C[C@@H](c1ccc(OCC)c(OC)c1)C2. The highest occupied orbital energy comes out at -8.00 eV. As for the net charge: 0. For the HOMO-LUMO gap, the calculation gives 8.66 eV.

XYZ file:
```
52
C21H25NO5 (ωB97M-V/def2-TZVPD)
C 3.913 4.943 -2.449
C 2.434 4.815 -2.137
O 2.082 3.434 -2.190
C 0.777 3.153 -2.090
O -0.088 3.998 -1.959
C 0.490 1.733 -2.161
N -0.827 1.328 -2.081
C -0.898 -0.004 -2.167
C 0.396 -0.499 -2.310
C 1.285 0.607 -2.304
C 2.763 0.554 -2.420
C 0.670 -1.923 -2.411
O 1.768 -2.409 -2.590
C -0.573 -2.801 -2.324
C -1.761 -2.216 -1.558
C -1.544 -2.108 -0.066
C -2.652 -2.054 0.769
C -2.502 -1.922 2.136
C -1.248 -1.840 2.730
O -1.052 -1.753 4.087
C -2.143 -1.504 4.947
C -2.651 -0.067 4.864
C -0.117 -1.888 1.894
O 1.192 -1.833 2.266
C 1.576 -1.541 3.590
C -0.293 -2.025 0.519
C -2.127 -0.831 -2.129
H 4.496 4.377 -1.727
H 4.120 4.554 -3.442
H 4.208 5.987 -2.406
H 2.204 5.202 -1.137
H 1.822 5.367 -2.860
H -1.585 1.986 -1.970
H 3.223 0.964 -1.522
H 3.084 -0.474 -2.555
H 3.099 1.158 -3.261
H -0.880 -2.986 -3.359
H -0.281 -3.762 -1.898
H -2.620 -2.880 -1.714
H -3.647 -2.121 0.355
H -3.391 -1.899 2.747
H -1.739 -1.696 5.945
H -2.956 -2.218 4.766
H -3.457 0.078 5.579
H -1.845 0.624 5.097
H -3.018 0.159 3.866
H 2.665 -1.497 3.563
H 1.183 -0.578 3.923
H 1.260 -2.320 4.287
H 0.609 -2.068 -0.069
H -2.523 -0.949 -3.144
H -2.898 -0.355 -1.519
```

Entry ii
Entry from the Open Molecules 2025 dataset: an isolated molecule of C21H25NO5 (ωB97M-V/def2-TZVPD).

The value obtained for the LUMO energy is 0.6876 eV. Its structure (SMILES) is COc1ccc(CCNC(=O)CC[C@H]2COc3ccccc3O2)cc1OC. The highest occupied orbital energy comes out at -8.20 eV. As for the net charge: 0. For the HOMO-LUMO gap, the calculation gives 8.88 eV.

XYZ file:
```
52
C21H25NO5 (ωB97M-V/def2-TZVPD)
C 4.971 0.500 1.254
O 3.833 -0.128 1.799
C 2.958 -0.800 0.994
C 2.188 -1.758 1.643
C 1.247 -2.513 0.969
C 1.068 -2.341 -0.394
C 0.057 -3.152 -1.156
C -1.207 -2.331 -1.439
N -1.833 -1.904 -0.213
C -3.142 -2.088 0.056
O -3.900 -2.679 -0.686
C -3.587 -1.453 1.367
C -4.143 -0.047 1.111
C -3.151 0.831 0.351
C -3.606 2.290 0.250
O -2.709 3.026 -0.550
C -1.391 2.790 -0.247
C -0.429 3.658 -0.748
C 0.903 3.479 -0.430
C 1.286 2.439 0.402
C 0.342 1.552 0.881
C -0.997 1.713 0.550
O -1.898 0.787 1.015
C 1.815 -1.368 -1.046
C 2.746 -0.582 -0.381
O 3.468 0.409 -0.997
C 3.168 0.734 -2.329
H 5.503 -0.162 0.567
H 5.610 0.726 2.108
H 4.720 1.427 0.733
H 2.353 -1.893 2.700
H 0.669 -3.251 1.504
H 0.477 -3.476 -2.110
H -0.217 -4.037 -0.581
H -0.947 -1.454 -2.046
H -1.945 -2.930 -1.979
H -1.269 -1.355 0.419
H -2.750 -1.395 2.062
H -4.376 -2.069 1.800
H -5.057 -0.118 0.520
H -4.379 0.424 2.067
H -3.023 0.450 -0.675
H -4.583 2.369 -0.228
H -3.653 2.721 1.259
H -0.755 4.472 -1.377
H 1.642 4.161 -0.823
H 2.321 2.309 0.672
H 0.622 0.725 1.514
H 1.658 -1.227 -2.104
H 3.395 -0.092 -3.012
H 3.807 1.582 -2.572
H 2.120 1.030 -2.441
```

entry i comes first in stability; the runner-up is 0.614 eV higher.

Entry i
Entry from the Open Molecules 2025 dataset: the ion C6H13N4 with charge +1 (ωB97M-V/def2-TZVPD).

The value obtained for the LUMO energy (spin up / spin down) is -3.1267 / -3.1288 eV. The highest occupied orbital energy (spin up / spin down) comes out at -10.84 / -10.84 eV. As for the net charge: +1. For the HOMO-LUMO gap (spin up / spin down), the calculation gives 7.72 / 7.71 eV.

XYZ file:
```
23
C6H13N4 (ωB97M-V/def2-TZVPD)
C 0.610 1.504 0.568
C -1.050 -0.761 1.038
C 1.426 -0.742 0.777
C 2.144 0.734 -1.002
C -0.136 -1.624 -0.808
C -1.472 0.184 -0.161
N 1.440 0.598 0.113
N 0.130 -1.424 0.590
N -2.391 1.121 0.040
N -0.991 -0.450 -1.274
H 0.428 2.445 0.160
H 0.736 1.689 1.614
H -0.934 -0.285 1.922
H -1.949 -1.303 1.168
H 2.216 -1.334 0.435
H 1.581 -0.496 1.882
H 2.266 1.790 -1.411
H 2.842 0.058 -1.385
H 0.628 -1.948 -1.498
H -0.791 -2.508 -0.792
H -2.804 1.723 -0.667
H -2.714 1.174 0.997
H -1.213 -0.145 -2.307
```

Entry ii
Entry from the Open Molecules 2025 dataset: a cluster of 2 separate species, C6H13N4 in total (ωB97M-V/def2-TZVPD).

The value obtained for the LUMO energy is -4.8505 eV. The highest occupied orbital energy comes out at -13.27 eV. As for the net charge: +1. For the HOMO-LUMO gap, the calculation gives 8.42 eV.

XYZ file:
```
23
C6H13N4 (ωB97M-V/def2-TZVPD)
C -3.360 -0.480 0.971
C -2.120 -1.025 0.733
C -2.110 1.206 0.934
C 2.449 1.185 0.379
C 1.040 1.186 1.035
C 0.159 0.114 0.465
N -3.273 0.852 1.200
N -1.272 0.137 0.627
N 0.658 -1.052 0.149
N 0.955 -1.379 -2.796
H -4.305 -0.938 1.033
H -1.792 -2.010 0.537
H -1.747 2.185 0.865
H 2.416 1.128 -0.662
H 3.085 0.372 0.675
H 3.045 2.181 0.573
H 1.248 1.280 2.149
H 0.628 2.193 0.986
H 1.641 -1.114 0.156
H 0.124 -1.664 -0.453
H 0.181 -0.883 -3.336
H 1.758 -1.151 -3.372
H 0.593 -2.320 -2.849
```

Entry iii
Entry from the Open Molecules 2025 dataset: a cluster of 2 separate species, C6H13N4 in total (ωB97M-V/def2-TZVPD).

The value obtained for the LUMO energy is -2.7679 eV. The highest occupied orbital energy comes out at -12.00 eV. As for the net charge: +1. For the HOMO-LUMO gap, the calculation gives 9.23 eV.

XYZ file:
```
23
C6H13N4 (ωB97M-V/def2-TZVPD)
C -2.319 0.723 -0.328
C -2.765 -0.516 0.411
C -1.071 1.032 -0.670
C -0.401 -1.121 0.005
C 3.232 -0.112 0.310
C 3.111 1.108 0.791
N -1.545 -1.340 0.643
N -0.105 0.014 -0.641
N -0.637 2.266 -1.049
N 0.563 -2.054 0.061
H -3.257 1.256 -0.633
H -3.125 -0.263 1.401
H 3.694 -0.485 -0.579
H 2.975 -1.081 0.958
H -3.625 -0.972 -0.094
H 2.661 1.276 1.824
H 3.133 2.027 0.274
H -1.756 -2.294 1.039
H 0.793 0.284 -0.884
H 0.047 2.234 -1.806
H -1.379 2.853 -1.229
H 0.257 -2.939 0.335
H 1.521 -1.894 -0.137
```

entry iii comes first in stability; the runner-up is 0.100 eV higher.

Entry i
Entry from the Open Molecules 2025 dataset: the ion C28H33OSi with charge +1 (ωB97M-V/def2-TZVPD).

The value obtained for the LUMO energy is -4.7907 eV. The highest occupied orbital energy comes out at -11.13 eV. As for the net charge: +1. For the HOMO-LUMO gap, the calculation gives 6.34 eV.

XYZ file:
```
63
C28H33OSi (ωB97M-V/def2-TZVPD)
C 0.494 3.429 -6.049
C 0.499 2.765 -4.662
C 1.132 1.517 -4.428
C 1.005 0.933 -3.182
C 0.387 1.570 -2.086
C 0.384 0.918 -0.672
C 0.154 2.056 0.350
C 1.127 2.338 1.290
C 0.839 3.060 2.417
C -0.483 3.592 2.557
C -0.846 4.305 3.834
C -1.423 3.444 1.524
C -1.120 2.632 0.447
C -0.207 2.817 -2.348
C -0.131 3.446 -3.602
H -0.392 4.111 -6.136
H 1.406 4.042 -6.302
H 0.386 2.646 -6.845
H 1.775 1.064 -5.228
H 1.546 -0.021 -2.989
H 1.398 0.641 -0.460
H 2.123 1.874 1.138
H 1.602 3.207 3.234
H -1.723 4.948 3.667
H -1.112 3.547 4.593
H 0.003 4.894 4.226
H -2.418 3.964 1.611
H -1.889 2.464 -0.306
H -0.522 3.415 -1.539
H -0.493 4.494 -3.714
C 0.641 -1.453 4.525
Si 1.095 -1.866 2.755
C 2.618 -0.931 2.154
C 1.348 -3.718 2.606
O -0.112 -1.223 1.771
C -0.559 -1.418 0.516
C -0.406 -0.337 -0.563
C -0.734 -0.969 -1.857
C -0.540 -2.518 -2.106
C -1.109 -3.336 -1.032
C -1.170 -2.775 0.292
C -1.761 -3.564 1.354
C -2.152 -4.874 1.103
C -2.007 -5.414 -0.190
C -1.496 -4.644 -1.250
H 1.499 -1.579 5.208
H 0.286 -0.412 4.600
H -0.171 -2.114 4.875
H 3.530 -1.268 2.678
H 2.746 -1.107 1.069
H 2.489 0.155 2.311
H 2.321 -4.014 3.041
H 0.565 -4.280 3.142
H 1.341 -4.049 1.555
H -1.359 0.429 -0.410
H -1.702 -0.654 -2.207
H -0.058 -0.562 -2.568
H -1.005 -2.738 -3.076
H 0.530 -2.727 -2.212
H -1.915 -3.113 2.324
H -2.535 -5.494 1.909
H -2.291 -6.483 -0.389
H -1.426 -5.058 -2.272
```

Entry ii
Entry from the Open Molecules 2025 dataset: a cluster of 2 separate species, C28H33OSi in total (ωB97M-V/def2-TZVPD).

The value obtained for the LUMO energy is -5.6401 eV. The highest occupied orbital energy comes out at -9.70 eV. As for the net charge: +1. For the HOMO-LUMO gap, the calculation gives 4.06 eV.

XYZ file:
```
63
C28H33OSi (ωB97M-V/def2-TZVPD)
C 6.869 -1.506 -2.430
C 5.819 -1.293 -1.384
C 4.898 -2.325 -1.117
C 3.817 -2.109 -0.283
C 3.630 -0.854 0.380
C 2.388 -0.625 1.031
C 2.079 0.375 2.003
C 1.235 0.039 3.106
C 0.841 0.999 4.023
C 1.281 2.330 3.910
C 0.792 3.357 4.887
C 2.160 2.660 2.865
C 2.496 1.731 1.890
C 4.717 0.082 0.297
C 5.728 -0.106 -0.633
H 7.431 -0.589 -2.629
H 7.578 -2.273 -2.101
H 6.434 -1.862 -3.373
H 5.022 -3.287 -1.618
H 3.067 -2.890 -0.127
H 1.634 -1.396 0.868
H 0.927 -1.004 3.219
H 0.172 0.728 4.844
H 1.337 4.298 4.767
H -0.280 3.560 4.759
H 0.933 3.007 5.916
H 2.552 3.677 2.798
H 3.043 2.033 0.996
H 4.713 0.957 0.949
H 6.462 0.687 -0.811
C -4.174 0.460 2.492
Si -3.497 -0.619 1.135
C -2.057 -1.657 1.711
C -4.849 -1.560 0.258
O -2.918 0.547 0.074
C -2.220 0.508 -1.088
C -0.864 0.258 -1.117
C -0.223 -0.059 -2.412
C -1.215 -0.695 -3.411
C -2.562 -0.048 -3.441
C -3.015 0.646 -2.303
C -4.309 1.226 -2.285
C -5.171 0.990 -3.347
C -4.733 0.263 -4.470
C -3.428 -0.231 -4.520
H -4.598 -0.152 3.300
H -3.382 1.098 2.910
H -4.963 1.115 2.097
H -2.411 -2.421 2.422
H -1.558 -2.181 0.881
H -1.299 -1.047 2.225
H -5.244 -2.348 0.917
H -5.680 -0.887 -0.004
H -4.505 -2.033 -0.674
H -0.276 0.312 -0.204
H 0.197 0.836 -2.903
H 0.618 -0.748 -2.265
H -0.787 -0.694 -4.419
H -1.328 -1.757 -3.147
H -4.625 1.825 -1.429
H -6.199 1.358 -3.294
H -5.425 0.072 -5.298
H -3.074 -0.784 -5.394
```

entry ii comes first in stability; the runner-up is 1.340 eV higher.